Density functional theory data (ωB97M-V/def2-TZVPD) for a molecular structure, C28H50CuNO3 at a distorted geometry.

Each line ends with the Löwdin charge.
Atoms and positions in Å:
1 C 7.22382 -1.73619 2.82568  -0.06
2 O 6.49632 -0.52821 3.04688  -0.33
3 C 5.06221 -0.64702 3.09423  -0.20
4 C 4.45868 0.66544 2.60064  -0.19
5 C 3.41301 0.54200 1.47829  -0.19
6 C 3.24711 1.87101 0.73666  -0.20
7 C 2.08580 2.74450 1.26904  -0.23
8 C 1.14438 3.29761 0.23707  -0.26
9 C -0.15154 3.78297 0.85480  -0.22
10 C -0.91652 2.78944 1.73061  -0.22
11 C -2.40751 2.75547 1.40704  -0.21
12 C -3.19092 1.70750 2.22155  -0.20
13 C -4.22579 0.89199 1.43570  -0.21
14 C -4.55303 -0.45483 2.06334  -0.23
15 C -3.50654 -1.56041 1.97231  -0.21
16 C -3.09687 -1.93785 0.54257  -0.21
17 C -4.30697 -2.43631 -0.24249  -0.22
18 C -4.01902 -2.91964 -1.67137  -0.21
19 C -3.73151 -4.41694 -1.71262  -0.18
20 C -3.01088 -4.93092 -2.96570  -0.14
21 N -1.57319 -5.01123 -2.81287  -0.14
22 C -0.71449 -3.95533 -2.97607  -0.10
23 C 0.57788 -4.39138 -2.72784  -0.10
24 C 0.49427 -5.76985 -2.39458  -0.10
25 C -0.85201 -6.12197 -2.46285  -0.10
26 C 1.83064 4.39269 -0.55001  -0.21
27 C 1.35445 4.56870 -2.00154  -0.17
28 C 2.04086 3.58214 -2.94283  -0.18
29 O 1.32248 3.30971 -4.15398  0.01
30 C 0.20070 2.57364 -4.16423  -0.56
31 C -0.18909 1.78717 -2.94360  0.02
32 O -0.44246 2.54041 -5.16419  0.11
33 H 7.61256 -1.74836 1.80980  0.10
34 H 8.06252 -1.78080 3.51593  0.09
35 H 6.59091 -2.60340 2.98387  0.09
36 H 4.75125 -0.84612 4.12079  0.13
37 H 4.73871 -1.48376 2.47954  0.12
38 H 3.99769 1.18856 3.43754  0.11
39 H 5.26547 1.28292 2.20376  0.08
40 H 2.46531 0.22300 1.90913  0.11
41 H 3.71740 -0.24155 0.78238  0.11
42 H 3.04305 1.66166 -0.31457  0.10
43 H 4.18512 2.42453 0.77417  0.10
44 H 1.55970 2.15899 2.02308  0.09
45 H 2.54054 3.59494 1.82412  0.11
46 H -0.80723 4.13927 0.05433  0.10
47 H 0.10899 4.68474 1.44099  0.11
48 H -0.81770 3.09245 2.77477  0.11
49 H -0.50918 1.78264 1.63409  0.10
50 H -2.82836 3.73327 1.63676  0.11
51 H -2.54699 2.53937 0.34727  0.10
52 H -3.75398 2.23845 2.99076  0.11
53 H -2.50176 1.04944 2.75396  0.10
54 H -3.93633 0.77750 0.38917  0.10
55 H -5.15335 1.46515 1.44266  0.11
56 H -5.48670 -0.83983 1.65334  0.10
57 H -4.75636 -0.26865 3.12179  0.11
58 H -3.93147 -2.44705 2.44668  0.11
59 H -2.62209 -1.29587 2.55481  0.10
60 H -2.63665 -1.08907 0.03530  0.11
61 H -2.33210 -2.71479 0.61038  0.11
62 H -4.78767 -3.24759 0.30653  0.12
63 H -5.00898 -1.60618 -0.31022  0.10
64 H -3.20293 -2.33018 -2.09057  0.10
65 H -4.89666 -2.72663 -2.29008  0.11
66 H -3.10064 -4.67555 -0.85976  0.12
67 H -4.66846 -4.95744 -1.58444  0.11
68 H -3.23379 -4.32215 -3.83809  0.13
69 H -3.35575 -5.94577 -3.15425  0.12
70 H -1.07585 -2.98715 -3.27494  0.11
71 H 1.45577 -3.77398 -2.78228  0.08
72 H 1.32089 -6.41146 -2.14663  0.08
73 H -1.32333 -7.07009 -2.27666  0.11
74 H 2.90730 4.20161 -0.56608  0.11
75 H 1.68577 5.36695 -0.05529  0.11
76 H 1.58010 5.58098 -2.33244  0.11
77 H 0.27886 4.42628 -2.05667  0.10
78 H 2.96464 4.03757 -3.29457  0.13
79 H 2.32199 2.66340 -2.42748  0.10
80 H -0.98618 1.12198 -3.25757  0.08
81 H 0.63886 1.24880 -2.49565  0.08
82 H -0.58560 2.44437 -2.17419  0.07
83 Cu 6.98844 1.30037 3.89511  0.44

Its LUMO energy is -2.5 eV. As for the total charge: 0. For the frontier orbital gap, the calculation gives 2.0 eV. As for the multiplicity: 1. The strongest force on any atom comes out at 1.3 eV/A.

Density functional theory data (ωB97M-V/def2-TZVPD) for a molecular structure, C3H27AsF6O10 at a distorted geometry.

Each line ends with the Löwdin charge.
Atoms and positions in Å:
1 O 5.19015 -13.16036 -6.26596  0.25
2 H 4.71715 -12.29960 -6.23902  0.19
3 H 4.92713 -13.65991 -5.45493  0.17
4 H 6.19683 -12.97749 -6.23924  0.10
5 As 8.76201 -13.83284 -3.78694  0.80
6 F 8.59573 -13.57999 -2.05215  -0.24
7 F 8.30149 -15.48846 -3.60317  -0.22
8 F 9.10803 -13.94702 -5.50014  -0.24
9 F 9.29466 -12.17395 -3.86811  -0.24
10 F 10.38893 -14.33653 -3.40785  -0.24
11 F 7.07452 -13.39111 -4.15869  -0.26
12 O 8.24838 -18.91876 -3.25060  -0.07
13 H 8.85140 -18.20411 -3.52334  -0.01
14 H 8.02870 -19.38402 -4.06414  0.03
15 O 10.96455 -13.41686 -0.12865  -0.05
16 H 10.70708 -12.61481 0.33596  0.04
17 H 10.14113 -13.76237 -0.50261  0.02
18 O 10.56883 -17.21198 -3.09328  -0.06
19 H 11.38726 -16.86871 -3.46377  0.04
20 H 10.15019 -16.44683 -2.68315  0.01
21 O 5.31231 -11.06497 -2.50671  -0.05
22 H 5.99521 -10.47123 -2.84025  0.04
23 H 5.52450 -11.91800 -2.90142  0.00
24 O 5.81428 -16.53495 -5.81836  -0.04
25 H 6.46387 -16.55230 -6.53789  0.01
26 H 6.19169 -15.94162 -5.15588  0.01
27 O 7.54214 -12.37578 -6.91401  -0.04
28 H 7.84164 -11.99501 -7.74791  0.09
29 H 8.34767 -12.52427 -6.38576  0.05
30 O 6.48988 -15.96393 -1.31575  -0.07
31 H 7.15343 -15.50857 -1.85059  -0.02
32 H 6.64471 -16.90171 -1.49180  0.03
33 O 12.67512 -15.77219 -1.41180  -0.06
34 H 12.07932 -15.10939 -1.03619  0.00
35 H 13.34749 -15.25502 -1.86730  0.04
36 C 9.34820 -16.35174 -7.24725  -0.05
37 C 8.42313 -15.61050 -8.20077  -0.51
38 C 9.17621 -14.75969 -9.21261  -0.05
39 O 7.50404 -16.52623 -8.82745  -0.05
40 H 9.87697 -17.17760 -7.72335  0.09
41 H 8.85227 -16.69313 -6.33918  0.07
42 H 10.10071 -15.62876 -6.92911  0.07
43 H 7.80143 -14.94611 -7.58070  0.10
44 H 8.47819 -14.39198 -9.97311  0.08
45 H 9.86820 -15.36947 -9.79740  0.09
46 H 9.66283 -13.91357 -8.73025  0.07
47 H 6.70053 -16.02022 -8.97818  0.08

Its LUMO energy is -1.6 eV. As for the total charge: 0. For the frontier orbital gap, the calculation gives 8.8 eV. As for the multiplicity: 1. The strongest force on any atom comes out at 3.1 eV/A.

Density functional theory data (ωB97M-V/def2-TZVPD) for a molecular structure, C22H26FeNO5 at a distorted geometry.

Each line ends with the Mulliken spin population.
Atoms and positions in Å:
1 C -2.52226 -3.01214 1.76640  0.00
2 O -3.08985 -1.90889 1.04381  0.00
3 C -2.14622 -1.05173 0.61901  0.02
4 O -0.95327 -1.27492 0.79981  0.00
5 C -2.76278 0.11530 -0.12091  0.02
6 C -3.53635 -0.32564 -1.36161  0.00
7 C -3.18079 0.66465 -2.45663  0.01
8 C -2.17076 1.64787 -1.86573  -0.03
9 N -1.76435 1.05675 -0.58896  0.47
10 C -1.12442 1.87770 0.35787  0.29
11 C -0.03544 1.45665 1.07802  0.14
12 C 0.55914 2.22599 2.22585  0.00
13 C 0.15497 3.70981 2.23449  0.00
14 C -1.32761 3.85946 1.93589  0.01
15 C -1.67908 3.26927 0.55953  0.02
16 H -3.37882 -3.60350 2.08099  0.00
17 H -1.85988 -3.59388 1.11638  0.00
18 H -1.95629 -2.65227 2.63273  0.00
19 H -3.44052 0.60968 0.60665  0.02
20 H -3.24815 -1.33983 -1.64282  0.00
21 H -4.59238 -0.32845 -1.10070  0.00
22 H -2.73287 0.15060 -3.30555  0.00
23 H -4.06293 1.20017 -2.80449  0.00
24 H -1.30134 1.81619 -2.51508  0.02
25 H -2.65306 2.62382 -1.70883  0.02
26 H 0.21949 0.41414 0.90866  -0.04
27 H 0.17855 1.72988 3.13608  0.03
28 H 1.65623 2.18900 2.31230  0.00
29 H 0.39077 4.12572 3.21997  0.00
30 H 0.74366 4.25457 1.48096  0.00
31 H -1.91358 3.34442 2.71322  0.00
32 H -1.60662 4.91827 1.93197  0.01
33 H -1.26202 3.93388 -0.22949  0.00
34 H -2.77799 3.21090 0.45552  0.00
35 O 8.87566 -2.20989 1.40285  0.05
36 C 7.72592 -2.08358 1.31994  -0.02
37 Fe 6.27693 -1.15461 1.39696  1.76
38 C 6.52469 -0.07089 2.79375  -0.04
39 O 6.82995 0.82742 3.47542  0.03
40 C 6.81579 0.12499 0.34098  -0.02
41 O 7.28208 1.07064 -0.17531  0.01
42 C 2.39828 0.20353 0.72962  0.21
43 C 2.68518 -0.37719 -0.51025  0.00
44 C 3.78665 -1.12882 -0.90453  0.40
45 C 4.74238 -1.83871 -0.12782  -0.09
46 C 4.47805 -2.21848 1.23800  0.25
47 C 3.88108 -1.31390 2.16337  0.05
48 C 3.11594 -0.14625 1.89743  0.36
49 H 1.95703 1.21298 0.66110  0.01
50 H 2.01065 -0.07770 -1.30819  -0.01
51 H 3.93329 -1.15465 -1.99381  0.02
52 H 5.44963 -2.43400 -0.75033  -0.01
53 H 4.67883 -3.24990 1.56762  0.01
54 H 3.99914 -1.64801 3.20823  0.03
55 H 3.19413 0.65804 2.66741  0.00

Its LUMO energy (alpha / beta) is -2.7 / -6.7 eV. As for the total charge: +1. The expectation value of S² is 6.082. For the frontier orbital gap (alpha / beta), the calculation gives 5.6 / 4.1 eV. As for the multiplicity: 5. The strongest force on any atom comes out at 5.5 eV/A.